# 1
Below is a 9-piece molecular cluster, C24H52N4O18 overall in a non-equilibrium geometry, with properties calculated with wB97M-V/def2-TZVPD.

The calculation puts the energy above the lowest of the compared OMol25 structures with the same formula, charge and spin at 15.30 kcal per mole. As for the SMILES: C[N+](=O)[O-].C[N+](=O)[O-].C[N+](=O)[O-].C[N+](=O)[O-].CCOC(C)=O.CCOC(C)=O.CCOC(C)=O.CCOC(C)=O.CCOC(C)=O. The electronic energy is -2518.60654 a.u.

Geometry (Å):
C 4.0406 -0.2386 3.6532
N 4.9473 0.7023 2.9255
O 5.9632 1.0652 3.5210
O 4.5235 1.2306 1.9295
H 3.8250 0.3765 4.5269
H 4.6229 -1.1082 3.9578
H 3.2024 -0.5615 3.0358
C -4.0387 1.1996 -0.0677
N -4.2964 1.0900 1.4132
O -3.8831 0.0584 1.9193
O -4.9132 1.9851 2.0300
H -4.2456 2.2424 -0.3082
H -4.6229 0.5162 -0.6839
H -2.9615 1.0550 -0.1512
C 4.1850 -0.4710 -1.4458
N 3.9596 -1.8048 -1.9655
O 4.0434 -1.9434 -3.1753
O 3.6899 -2.7423 -1.2011
H 3.4575 0.1770 -1.9347
H 5.2422 -0.2213 -1.5356
H 3.8834 -0.6181 -0.4088
C -2.4759 2.9620 5.2242
N -1.8041 2.2745 4.1142
O -1.2433 1.2010 4.3279
O -1.7799 2.8552 3.0643
H -1.9068 2.6616 6.1040
H -3.5394 2.7297 5.2794
H -2.3755 4.0279 5.0200
C 2.7114 4.5713 2.0791
C 2.9350 5.1413 0.7115
O 3.8987 4.5688 -0.1455
C 3.7227 3.4632 -0.8132
C 4.8914 3.2372 -1.7140
O 2.7710 2.6759 -0.7952
H 2.5081 3.5179 1.8863
H 1.8017 4.9296 2.5610
H 3.6202 4.4628 2.6710
H 1.9723 5.0505 0.2084
H 3.1029 6.2038 0.8876
H 5.1684 2.1908 -1.8424
H 5.7673 3.8308 -1.4522
H 4.6050 3.5787 -2.7087
C -6.4242 -3.2418 0.7363
C -5.5612 -3.2474 -0.4806
O -4.2079 -3.4252 -0.1452
C -3.7527 -4.6718 0.1995
C -2.3008 -4.8125 0.4349
O -4.4596 -5.6966 0.1767
H -7.4212 -2.8983 0.4605
H -5.9731 -2.5710 1.4675
H -6.3427 -4.1986 1.2522
H -5.8288 -3.8887 -1.3203
H -5.5790 -2.2235 -0.8540
H -2.2234 -4.2499 1.3653
H -1.7212 -4.3123 -0.3410
H -1.8778 -5.7983 0.6279
C -1.0863 -1.5904 -1.6710
C 0.1917 -1.8613 -0.8784
O 0.5155 -0.6046 -0.2219
C 0.0888 -0.3917 1.0740
C 0.6479 0.8681 1.7089
O -0.6043 -1.1077 1.7879
H -0.7861 -0.8162 -2.3771
H -1.8480 -1.2459 -0.9715
H -1.3862 -2.4675 -2.2445
H 0.1322 -2.7426 -0.2398
H 0.9683 -2.0628 -1.6162
H -0.1310 1.6047 1.9058
H 1.2647 1.3216 0.9330
H 1.1238 0.6286 2.6598
C 1.7889 -5.2842 0.1646
C 1.0719 -5.9552 -0.9307
O 1.2542 -5.1973 -2.1178
C 0.2373 -5.0107 -2.9626
C 0.5330 -3.9734 -3.9979
O -0.8458 -5.6519 -2.9221
H 1.3462 -4.3332 0.4605
H 2.8457 -5.1603 -0.0720
H 1.8720 -5.9888 0.9921
H 1.4317 -6.9774 -1.0481
H 0.0064 -6.0624 -0.7277
H 1.1881 -3.1865 -3.6241
H -0.3707 -3.4089 -4.2275
H 0.9643 -4.3930 -4.9067
C -0.2340 2.2683 -2.3507
C -0.6038 3.0767 -1.1630
O -1.5304 4.1006 -1.5477
C -1.0349 5.2324 -2.0900
C -2.1525 6.2571 -2.3462
O 0.1681 5.5438 -2.2130
H -1.0286 1.8232 -2.9494
H 0.4167 1.4281 -2.1079
H 0.3283 2.8863 -3.0507
H -0.9770 2.5217 -0.3023
H 0.3426 3.4745 -0.7967
H -2.6597 6.5129 -1.4159
H -2.8957 5.8562 -3.0354
H -1.8554 7.1813 -2.8418

Here are the Löwdin charges for atoms 1 to 2, given in e:
1 C 0.054
2 N -0.442

# 2
Below is C24H53BCaCl3F4KNO15P as an isolated structure in a non-equilibrium geometry, with properties calculated with wB97M-V/def2-TZVPD.

The calculation puts the energy above the lowest of the compared OMol25 structures with the same formula, charge and spin at 19.60 kcal per mole. The electronic energy is -5552.82034 a.u.

Geometry (Å):
C -2.3033 1.1418 -2.9404
C -3.0457 1.3044 -4.3024
O -4.3803 0.8032 -4.3503
P -4.5988 -0.6258 -3.7443
O -4.4531 -0.6814 -2.2249
C -3.7104 -2.0414 -4.4146
C -2.3951 -1.8190 -5.1049
C -1.6674 -3.1624 -5.1673
B -0.8143 -3.2991 -3.8106
O -0.1283 -4.5128 -3.4586
C -0.0674 -4.5782 -2.0300
C -0.6719 -3.2034 -1.5998
C -1.1385 -3.1009 -0.1580
C -1.7237 -1.7165 0.1391
O -1.6600 -3.0196 -2.5767
O -6.1300 -0.8958 -4.0382
C -6.7439 -1.8550 -3.1643
C -7.4795 -1.1591 -2.0070
H -1.8675 0.1381 -2.7584
H -3.0222 1.3193 -2.1581
H -1.5451 1.9619 -2.8617
H -2.3997 0.9195 -5.1237
H -3.0930 2.3662 -4.4840
H -4.3733 -2.5482 -5.1046
H -3.5563 -2.7394 -3.5969
H -2.5819 -1.5310 -6.1337
H -1.7454 -1.0992 -4.5951
H -2.3704 -3.9825 -5.3093
H -0.9902 -3.1937 -6.0159
H 0.0030 -2.3493 -3.8323
H -0.6684 -5.4472 -1.7560
H 0.9375 -4.6947 -1.6459
H 0.1608 -2.5179 -1.7026
H -1.9219 -3.8436 0.0427
H -0.2755 -3.2469 0.4651
H -0.9830 -1.1588 0.7007
H -1.8874 -1.1631 -0.7807
H -2.6976 -1.7647 0.6905
H -7.4828 -2.3671 -3.7746
H -6.0753 -2.6389 -2.8178
H -8.5391 -1.3324 -2.0330
H -7.2368 -0.1078 -2.0473
H -7.0836 -1.5400 -1.0544
Cl -10.0349 -5.9327 -2.4198
C -11.1690 -4.5686 -2.2567
C -11.2622 -3.7529 -3.5193
Cl -9.7486 -2.8637 -3.8535
H -10.8445 -3.9622 -1.4153
H -12.1447 -4.9895 -2.0222
H -12.0518 -3.0106 -3.4212
H -11.4792 -4.3743 -4.3832
K -0.1127 0.1246 -4.2796
C 2.2323 5.9436 0.5204
C 3.4527 5.4180 -0.2090
O 3.4059 4.0024 -0.3512
C 2.6676 3.5069 -1.3425
O 2.0338 4.1373 -2.1346
C 2.7886 1.9772 -1.3158
F 2.6804 1.5440 -0.0682
F 3.9837 1.5935 -1.7973
F 1.8403 1.3988 -2.0670
H 2.1184 5.4368 1.4780
H 2.3181 7.0180 0.6994
H 1.3261 5.7645 -0.0547
H 4.3435 5.6190 0.3754
H 3.5719 5.8946 -1.1877
C -5.6090 3.8366 -3.3647
O -6.6324 4.6485 -3.4582
H -5.6593 3.0259 -2.5450
H -5.3655 3.2071 -4.2776
H -4.5978 4.3088 -3.1384
C 5.3287 1.3666 4.6198
C 4.2681 1.9673 3.7414
O 3.2244 2.3918 4.1825
C 4.5721 2.0316 2.2638
H 5.0020 1.3807 5.6555
H 5.5184 0.3340 4.3241
H 6.2501 1.9449 4.5359
H 4.7266 1.0290 1.8638
H 5.4698 2.6336 2.1028
H 3.7394 2.4927 1.7457
Ca -4.4185 -1.4710 -0.4463
C 7.0676 -0.1363 7.4873
O 8.1399 -0.0017 6.9523
N 6.6516 -1.2294 8.1658
C 5.3442 -1.2979 8.7742
C 7.5508 -2.3689 8.2837
H 6.3046 0.6683 7.4597
H 5.4413 -1.4501 9.8524
H 4.7761 -2.1310 8.3493
H 4.7972 -0.3730 8.5980
H 8.4689 -2.0641 8.7802
H 7.8086 -2.7393 7.2900
H 7.0649 -3.1596 8.8532
F 0.9193 -1.5178 -0.0978
O 10.2527 -0.8335 8.8838
Cl 11.0388 0.3125 8.4790
O 12.3147 0.2719 9.1607
O 10.3428 1.5280 8.8419
O 11.2587 0.2810 7.0534
O 5.5745 7.4819 -0.2544
H 5.0854 8.2857 0.0251
H 6.3741 7.3363 0.2982
H 5.7965 7.5085 -1.2098

Here are the Löwdin charges for atoms 1 to 2, given in e:
1 C -0.128
2 C -0.248

# 3
Below is a 2-piece molecular cluster, C24H53BN3O10P2S2 overall in a non-equilibrium geometry, with properties calculated with wB97M-V/def2-TZVPD.

The electronic energy is -3366.72186 a.u. The net charge is +1.

Geometry (Å):
C 3.0281 -2.1033 3.0651
C 2.7218 -0.5738 3.0699
C 1.1860 -0.2694 2.9754
C 0.8402 0.6768 1.8136
N -0.2715 0.3065 0.8327
P -1.8260 0.3705 1.7594
S -2.1276 -1.0072 3.0644
C -0.1002 -1.0920 0.3366
C -1.2666 -1.6124 -0.5868
C -1.8980 -2.9398 -0.1193
C -3.3793 -2.8219 0.3862
P -4.5863 -3.9790 -0.3464
O -5.8957 -3.5396 0.0989
O -4.5537 -3.8662 -1.9723
C -5.4453 -2.8304 -2.4473
C -5.0885 -2.4529 -3.8995
O -4.4222 -5.5044 0.1196
C -3.0701 -6.0144 0.2416
C -2.5687 -5.8129 1.6913
C 1.2877 -1.3123 -0.3080
C 1.6858 -0.2151 -1.3340
C 3.1002 0.3983 -1.0942
B 4.2391 -0.7061 -1.0527
O 5.1340 -0.7860 -2.1184
O 4.3789 -1.6336 -0.0571
C 0.5953 0.8695 -1.5529
C -0.3090 0.5189 -2.7646
N -0.3235 1.6763 -3.6865
C -0.1540 1.3515 -0.2904
C -1.4389 2.1284 -0.6572
C -1.7155 3.3326 0.2447
O -2.6807 3.9666 0.0668
N -0.8109 3.6280 1.2974
C -1.4651 4.1993 2.4823
C 0.3192 4.4209 0.8147
H 3.3859 -2.3652 2.0669
H 2.1527 -2.6921 3.3324
H 3.8492 -2.2770 3.7591
H 3.3055 -0.0327 2.3196
H 3.0767 -0.2187 4.0384
H 0.9494 0.2431 3.9083
H 0.6815 -1.2296 3.0295
H 0.5570 1.6471 2.2267
H 1.7492 0.8492 1.2428
H -2.9302 0.3830 0.8821
H -1.8197 1.6257 2.3959
H -0.1092 -1.8141 1.1498
H -0.7656 -1.8419 -1.5293
H -1.9998 -0.8399 -0.8303
H -1.2972 -3.4663 0.6240
H -1.9182 -3.5966 -0.9922
H -3.7301 -1.8098 0.1958
H -3.3775 -3.0301 1.4520
H -6.4889 -3.1228 -2.4312
H -5.2635 -1.9348 -1.8525
H -4.4896 -1.5439 -3.9549
H -6.0234 -2.2192 -4.4156
H -4.6489 -3.2944 -4.4361
H -2.3868 -5.6534 -0.5300
H -3.1526 -7.0891 0.0867
H -3.2792 -5.2058 2.2519
H -1.5614 -5.3994 1.7706
H -2.5417 -6.7848 2.1851
H 1.2172 -2.3046 -0.7557
H 1.9948 -1.4192 0.5167
H 1.7964 -0.7376 -2.2868
H 3.1220 1.1090 -0.2593
H 3.2994 0.9890 -1.9945
H 5.9449 -0.2886 -1.9375
H 4.7476 -2.4356 -0.4630
H 1.1487 1.7438 -1.9082
H -1.3456 0.3091 -2.4965
H 0.0543 -0.3449 -3.3346
H 0.6371 1.9146 -3.9145
H -0.7954 1.4370 -4.5524
H 0.4758 2.1437 0.1043
H -1.2050 2.6215 -1.6132
H -2.3311 1.5427 -0.8648
H -0.8332 4.0651 3.3626
H -1.6706 5.2608 2.3243
H -2.3718 3.6252 2.6750
H 1.2812 4.0613 1.2240
H 0.4389 4.3812 -0.2725
H 0.2464 5.4738 1.1093
C 5.2043 5.6469 -0.4207
C 3.7667 5.4531 -0.8512
O 3.5507 4.0363 -0.7517
S 4.4337 3.4483 0.4580
O 3.6041 3.3369 1.6050
O 5.1923 2.3607 -0.0372
O 5.3933 4.7118 0.6516
H 5.8993 5.3922 -1.2229
H 5.4023 6.6592 -0.0788
H 3.5833 5.7970 -1.8655
H 3.0756 5.9519 -0.1674

Here are the Löwdin charges for atoms 1 to 2, given in e:
1 C -0.081
2 C -0.208